(A)
C11H18N2O2 | ωB97M-V/def2-TZVPD

Each line ends with the Mulliken charge.
Positions of all 33 atoms, in Å:
C1 0.452 2.838 -2.739  -1.356
C2 -0.086 1.959 -1.567  0.843
O1 -1.254 1.698 -1.566  -0.574
N1 0.801 1.645 -0.533  0.130
C3 2.101 1.916 -0.098  0.601
O2 3.034 2.680 -0.694  -0.514
C4 1.945 1.278 1.096  -0.942
N2 0.626 0.915 0.979  -0.281
C5 0.008 -0.424 1.117  1.648
C6 0.427 -1.088 2.453  -1.881
C7 0.452 -1.236 -0.130  -1.524
C8 -0.381 -2.533 -0.543  -0.987
C9 -1.851 -2.159 -0.624  -0.805
C10 -2.314 -1.566 0.758  -0.452
C11 -1.585 -0.297 1.028  -0.502
H1 0.902 3.763 -2.298  0.332
H2 -0.253 3.263 -3.443  0.358
H3 1.330 2.518 -3.270  0.351
H4 3.584 3.080 -0.073  0.324
H5 2.449 0.972 2.053  0.306
H6 1.205 -1.692 2.367  0.477
H7 -0.411 -1.665 2.971  0.330
H8 0.652 -0.240 3.082  0.501
H9 1.465 -1.407 -0.166  0.748
H10 0.184 -0.641 -0.884  0.315
H11 -0.187 -3.379 0.158  0.293
H12 0.111 -2.542 -1.474  0.530
H13 -2.023 -1.416 -1.383  0.433
H14 -2.316 -3.083 -0.818  0.362
H15 -3.383 -1.317 0.585  0.366
H16 -1.999 -2.347 1.511  0.242
H17 -1.603 0.367 0.110  0.142
H18 -2.080 0.141 2.034  0.186

* HOMO level: -7.5 eV
* Kohn-Sham gap: 8.08 eV
* LUMO energy: 0.54 eV

=====

(B)
C11H18N2O2 | ωB97M-V/def2-TZVPD

Each line ends with the Mulliken charge.
Positions of all 33 atoms, in Å:
H1 3.212 -4.812 -3.617  0.273
N1 2.693 -4.849 -2.756  -0.725
C1 2.456 -3.574 -2.406  0.222
O1 2.616 -2.598 -3.360  -0.533
C2 1.756 -3.232 -1.102  -0.154
N2 1.670 -1.660 -1.014  -0.475
C3 1.163 -1.195 0.076  0.112
O2 0.677 -2.102 0.973  -0.569
C4 1.086 0.293 0.342  0.084
C5 0.568 1.316 -0.707  -1.320
C6 -0.191 1.043 0.607  1.197
C7 -1.602 0.360 0.533  -1.037
C8 -2.735 1.366 0.276  -0.838
C9 -2.767 2.415 1.476  -0.623
C10 -1.372 3.148 1.454  -0.712
C11 -0.155 2.158 1.596  -0.821
H2 2.382 -1.804 -2.803  0.484
H3 0.777 -3.695 -1.051  0.304
H4 2.332 -3.714 -0.326  0.293
H5 0.411 -1.549 1.809  0.412
H6 2.010 0.592 1.078  0.178
H7 -0.066 0.916 -1.456  0.323
H8 1.140 2.190 -0.967  0.324
H9 -1.756 -0.256 1.400  0.434
H10 -1.445 -0.436 -0.209  0.467
H11 -2.556 1.807 -0.680  0.330
H12 -3.556 0.666 0.271  0.367
H13 -3.618 3.064 1.214  0.328
H14 -3.045 1.892 2.436  0.308
H15 -1.260 3.678 0.455  0.294
H16 -1.358 3.838 2.246  0.429
H17 -0.165 1.912 2.755  0.250
H18 0.696 2.821 1.457  0.394

* HOMO level: -9.2 eV
* Kohn-Sham gap: 9.50 eV
* LUMO energy: 0.33 eV

=====

Tell me which of them is the least stable. Sure, it is (A).

=====

(A)
C3H8N3 | ωB97M-V/def2-TZVPD

Each line ends with the Mulliken charge.
Positions of all 14 atoms, in Å:
C1 0.073 1.130 0.090  -0.448
C2 -0.780 -0.902 -1.037  -0.354
C3 0.963 0.462 0.982  -0.245
N1 -1.115 0.320 -0.508  -0.313
N2 0.432 -1.563 -0.680  -0.433
N3 1.134 -0.973 0.528  0.055
H1 -0.346 1.963 0.637  0.320
H2 0.512 1.541 -0.871  0.326
H3 -1.591 -1.598 -0.933  0.396
H4 -0.757 -1.073 -2.156  0.337
H5 0.670 0.664 1.979  0.298
H6 -1.801 0.842 -1.093  0.268
H7 2.136 -1.132 0.385  0.391
H8 0.909 -1.581 1.344  0.402

* HOMO level (spin up / spin down): -13.7 / -13.5 eV
* Kohn-Sham gap (spin up / spin down): 7.82 / 7.51 eV
* net charge: +1
* LUMO energy (spin up / spin down): -5.89 / -5.96 eV

=====

(B)
C3H8N3 | ωB97M-V/def2-TZVPD

Each line ends with the Mulliken charge.
Positions of all 14 atoms, in Å:
C1 -0.169 -1.046 0.049  0.041
C2 1.963 -0.110 0.087  -0.192
C3 -2.200 0.082 -0.051  -0.881
N1 1.094 -1.155 0.217  -0.338
N2 -0.827 0.069 0.177  -0.362
N3 1.399 1.192 -0.023  -0.243
H1 -0.582 -1.951 -0.221  0.482
H2 2.182 -0.252 1.083  0.367
H3 2.765 -0.484 -0.509  0.465
H4 -2.541 1.052 -0.182  0.358
H5 -2.564 -0.438 -1.053  0.338
H6 -2.807 -0.267 0.769  0.339
H7 0.443 1.265 0.169  0.343
H8 1.844 2.043 -0.512  0.285

* HOMO level (spin up / spin down): -14.9 / -15.3 eV
* Kohn-Sham gap (spin up / spin down): 7.10 / 8.13 eV
* net charge: +1
* LUMO energy (spin up / spin down): -7.82 / -7.20 eV

=====

(C)
C3H8N3 | ωB97M-V/def2-TZVPD

Each line ends with the Mulliken charge.
Positions of all 14 atoms, in Å:
C1 2.538 -0.244 -0.212  -0.261
N1 1.520 -0.329 0.537  -0.448
C2 0.210 0.039 0.055  0.750
N2 0.207 1.002 -0.907  -0.316
N3 -0.778 -0.423 0.742  -0.145
C3 -2.220 -0.403 0.412  -0.839
H1 3.432 -0.631 0.390  0.253
H2 2.713 0.063 -1.236  0.313
H3 1.099 1.336 -1.171  0.158
H4 -0.608 1.456 -1.193  0.205
H5 -0.432 -0.886 1.651  0.329
H6 -2.556 0.533 0.817  0.375
H7 -2.284 -0.315 -0.648  0.306
H8 -2.843 -1.201 0.764  0.321

* HOMO level: -15.2 eV
* Kohn-Sham gap: 10.70 eV
* net charge: +1
* LUMO energy: -4.49 eV

=====

(D)
C3H8N3 | ωB97M-V/def2-TZVPD

Each line ends with the Mulliken charge.
Positions of all 14 atoms, in Å:
C1 0.811 -0.187 0.965  -0.853
C2 1.639 -0.780 0.153  0.797
C3 -1.680 -0.605 -0.385  -0.309
N1 0.503 1.191 0.872  -0.386
N2 2.196 -0.937 -0.892  -0.374
N3 -1.479 0.596 -0.909  -0.157
H1 0.480 -0.665 1.897  0.359
H2 -1.322 -1.529 -0.974  0.290
H3 -1.707 -0.739 0.663  0.388
H4 1.209 1.818 0.871  0.157
H5 2.715 -1.725 -1.222  0.309
H6 -1.138 0.700 -1.906  0.283
H7 -0.294 1.516 1.373  0.236
H8 -1.932 1.347 -0.507  0.261

* HOMO level: -11.7 eV
* Kohn-Sham gap: 6.55 eV
* net charge: +1
* LUMO energy: -5.16 eV

=====

Tell me which of them is the least stable. Sure, it is (A).

=====

(A)
C3H8N3 | ωB97M-V/def2-TZVPD

Each line ends with the Mulliken charge.
Positions of all 14 atoms, in Å:
H1 -3.065 0.914 -0.337  0.208
N1 -2.869 -0.114 -0.061  -0.486
C1 -1.308 -0.078 -0.026  0.207
C2 -0.392 -1.277 0.055  -0.253
C3 1.016 -0.615 -0.137  -0.562
N2 0.832 0.900 0.122  -0.080
N3 -0.645 1.170 -0.201  -0.298
H2 -0.313 -1.750 1.113  0.265
H3 -0.666 -1.914 -0.750  0.293
H4 1.626 -0.950 0.695  0.349
H5 1.374 -0.749 -1.139  0.335
H6 0.965 1.063 1.104  0.364
H7 1.384 1.516 -0.498  0.376
H8 -1.147 2.099 -0.145  0.280

* HOMO level: -13.2 eV
* Kohn-Sham gap: 9.19 eV
* net charge: +1
* LUMO energy: -4.03 eV

=====

(B)
C3H8N3 | ωB97M-V/def2-TZVPD

Each line ends with the Mulliken charge.
Positions of all 14 atoms, in Å:
C1 0.847 -0.856 -0.378  -0.589
C2 0.891 0.140 0.794  -0.437
C3 -0.588 -0.518 -0.827  0.064
N1 -1.269 -0.448 0.494  -0.436
N2 -0.629 0.959 -0.810  -0.478
N3 -0.468 0.732 0.577  0.039
H1 1.579 -0.643 -1.155  0.318
H2 0.945 -1.891 -0.064  0.324
H3 0.914 -0.343 1.771  0.320
H4 1.661 0.906 0.729  0.331
H5 -1.038 -1.052 -1.654  0.454
H6 -2.259 -0.231 0.398  0.319
H7 0.097 1.493 -1.285  0.284
H8 -0.683 1.751 1.412  0.486

* HOMO level: -15.7 eV
* Kohn-Sham gap: 11.18 eV
* net charge: +1
* LUMO energy: -4.53 eV

=====

Tell me which of them is the least stable. Sure, it is (B).

=====

(A)
C5H4O4 | ωB97M-V/def2-TZVPD

Each line ends with the Mulliken charge.
Positions of all 13 atoms, in Å:
C1 -2.159 -0.834 1.172  0.659
C2 -0.639 -0.489 -0.110  -0.189
C3 1.138 0.817 -0.495  0.856
C4 1.547 -0.438 -0.109  -0.483
C5 -0.269 0.780 -0.521  -0.538
O1 0.490 -1.238 0.096  -0.331
O2 -2.941 -1.290 0.353  -0.518
O3 1.876 1.919 -0.765  -0.524
O4 -1.885 -0.648 2.295  -0.393
H1 -1.566 -1.050 -0.577  0.264
H2 2.810 1.746 -0.606  0.302
H3 2.525 -0.864 0.037  0.425
H4 -0.928 1.590 -0.771  0.470

* HOMO level (spin up / spin down): -9.2 / -9.2 eV
* Kohn-Sham gap (spin up / spin down): 8.73 / 8.73 eV
* LUMO energy (spin up / spin down): -0.48 / -0.48 eV

=====

(B)
C5H4O4 | ωB97M-V/def2-TZVPD

Each line ends with the Mulliken charge.
Positions of all 13 atoms, in Å:
C1 0.794 0.215 -2.002  -0.325
C2 0.568 0.170 -0.631  -0.094
C3 0.371 -1.201 -0.277  0.958
C4 0.346 -1.717 -1.511  -0.492
C5 -0.586 1.433 1.298  -0.076
O1 0.668 -0.933 -2.526  -0.196
O2 -0.008 -1.656 0.908  -0.503
O3 -1.858 1.118 1.145  -0.383
O4 0.088 1.054 2.227  -0.543
H1 1.243 1.029 -2.620  0.359
H2 -0.199 2.088 0.621  0.621
H3 -1.998 0.555 1.848  0.319
H4 0.572 -2.154 1.520  0.355

* HOMO level (spin up / spin down): -9.2 / -9.2 eV
* Kohn-Sham gap (spin up / spin down): 6.88 / 6.94 eV
* LUMO energy (spin up / spin down): -2.33 / -2.30 eV

=====

Tell me which of them is the least stable. Sure, it is (B).

=====

(A)
C3H14N2O2 | ωB97M-V/def2-TZVPD

Each line ends with the Mulliken charge.
Positions of all 21 atoms, in Å:
C1 0.694 -1.486 -0.496  -1.089
N1 0.365 -0.347 0.374  -0.227
C2 0.550 0.971 -0.181  -0.607
C3 -0.645 1.554 -0.976  -0.640
N2 -1.307 0.654 -1.904  -0.437
H1 -0.080 -1.656 -1.235  0.429
H2 1.686 -1.347 -0.875  0.325
H3 0.539 -2.379 0.112  0.333
H4 -0.563 -0.434 0.767  0.268
H5 1.445 1.016 -0.806  0.352
H6 0.708 1.706 0.615  0.286
H7 -0.307 2.497 -1.415  0.358
H8 -1.362 1.849 -0.196  0.269
H9 -0.711 -0.101 -2.218  0.162
H10 -1.642 1.121 -2.728  0.225
O1 3.014 -0.816 1.892  -0.670
H11 2.120 -0.649 1.547  0.395
H12 2.818 -1.399 2.634  0.310
O2 -2.614 -0.078 0.919  -0.683
H13 -2.890 -0.956 1.227  0.298
H14 -2.821 -0.046 -0.026  0.342

* HOMO level: -8.7 eV
* Kohn-Sham gap: 9.45 eV
* LUMO energy: 0.74 eV

=====

(B)
C3H14N2O2 | ωB97M-V/def2-TZVPD

Each line ends with the Mulliken charge.
Positions of all 21 atoms, in Å:
N1 1.222 0.765 2.711  -0.633
C1 0.760 1.195 1.374  -0.571
C2 0.835 -0.005 0.393  -0.367
C3 0.697 0.661 -1.009  -0.687
N2 0.991 -0.411 -2.001  -0.591
H1 0.514 0.165 3.116  0.205
H2 1.411 1.517 3.357  0.204
H3 -0.253 1.595 1.455  0.238
H4 1.429 1.988 1.035  0.431
H5 -0.066 -0.557 0.625  0.250
H6 1.786 -0.499 0.526  0.369
H7 -0.334 0.981 -1.104  0.295
H8 1.424 1.467 -1.054  0.457
H9 1.927 -0.359 -2.371  0.178
H10 0.343 -0.491 -2.773  0.206
O1 -1.530 -1.966 -1.397  -0.742
H11 -1.479 -2.786 -0.891  0.348
H12 -0.619 -1.626 -1.378  0.388
O2 -2.243 0.091 0.218  -0.609
H13 -3.063 0.543 -0.011  0.277
H14 -2.290 -0.712 -0.347  0.355

* HOMO level: -8.8 eV
* Kohn-Sham gap: 9.63 eV
* LUMO energy: 0.86 eV

=====

Tell me which of them is the least stable. Sure, it is (A).